{"formula": "C12H22IN3O2", "method": "ωB97M-V with the def2-TZVPD basis set", "species": ["C", "C", "I", "C", "N", "C", "O", "O", "H", "H", "H", "H", "H", "H", "H", "H", "C", "C", "C", "C", "N", "H", "H", "H", "H", "H", "H", "H", "C", "C", "C", "C", "N", "H", "H", "H", "H", "H", "H", "H"], "positions_angstrom": [[6.104271, -0.500291, 0.052373], [4.654281, -0.335205, -0.644198], [5.041639, 0.242945, -2.736591], [3.813536, 0.866749, 0.002936], [2.716535, 0.461303, 0.922041], [1.751583, -0.434447, 0.314163], [0.965980, -0.162517, -0.599502], [1.727589, -1.781692, 0.827843], [6.222579, 0.102543, 1.010670], [6.962222, -0.215222, -0.646185], [6.205263, -1.605452, 0.318593], [4.143605, -1.347153, -0.633266], [3.450631, 1.607665, -0.795838], [4.556148, 1.470499, 0.643594], [3.049963, 0.133190, 1.834565], [2.664335, -2.088995, 0.811641], [-3.311357, -2.662863, -0.187680], [-1.946440, -2.544973, -0.858081], [-1.828242, -1.311567, -1.755566], [-2.851323, -1.379271, -2.850454], [-3.653054, -1.432256, -3.706731], [-4.112400, -2.778778, -0.922059], [-3.340015, -3.539311, 0.464086], [-3.526969, -1.779190, 0.420765], [-1.760620, -3.449651, -1.445330], [-1.173467, -2.498393, -0.085795], [-0.831712, -1.264966, -2.199815], [-1.983394, -0.398290, -1.175849], [-1.971574, 2.454626, 0.021027], [-2.772284, 1.588820, 0.988222], [-3.811167, 2.385587, 1.780833], [-3.129896, 3.441379, 2.599419], [-2.596648, 4.267736, 3.240228], [-1.391463, 3.216082, 0.547989], [-1.264248, 1.840786, -0.542203], [-2.630759, 2.956639, -0.693449], [-2.080108, 1.093867, 1.676856], [-3.281491, 0.802322, 0.423307], [-4.366197, 1.721336, 2.447638], [-4.526298, 2.862590, 1.105669]], "forces_ev_per_a": [[-0.07, -0.71, -0.06], [1.02, 0.66, 0.64], [-0.32, -0.47, 0.58], [0.86, 1.13, -0.02], [-0.59, -1.50, -1.18], [-1.23, -0.45, -1.35], [2.49, -0.29, 2.80], [1.05, 1.92, -0.62], [-0.38, -0.71, -1.22], [-1.31, -0.43, 1.03], [0.17, 1.48, -0.30], [0.34, 1.45, -0.28], [0.18, -1.41, 1.24], [-1.18, -0.87, -0.97], [-0.19, -0.05, -0.67], [-0.91, 0.26, 0.37], [-0.03, -0.08, 0.02], [-0.14, -0.19, 0.26], [-0.52, -0.38, -0.60], [-1.31, 0.18, -1.58], [2.05, 0.09, 2.24], [0.06, 0.08, 0.02], [-0.01, 0.10, 0.00], [-0.01, -0.06, -0.03], [0.07, 0.13, -0.01], [0.05, 0.09, -0.16], [-0.15, 0.12, -0.02], [-0.01, -0.03, -0.14], [0.06, -0.04, -0.09], [0.28, -0.02, -0.24], [0.57, 0.37, 0.42], [0.65, 1.52, 1.21], [-1.32, -2.17, -1.68], [-0.09, -0.03, 0.00], [-0.04, 0.06, 0.02], [0.06, -0.02, 0.05], [-0.14, 0.01, 0.02], [-0.09, 0.05, 0.14], [0.02, 0.18, 0.04], [0.08, 0.06, 0.11]], "spin_multiplicity": 1, "smiles": "C[C@H](I)CNC(=O)O.CCCC#N.CCCC#N", "energy_ev": -29465.45893, "homo_lumo_gap_ev": 9.6, "e_lumo_ev": -0.24, "e_homo_ev": -9.89}



{"formula": "C12H22N2NaO10", "method": "ωB97M-V with the def2-TZVPD basis set", "species": ["Na", "O", "C", "C", "O", "H", "H", "H", "H", "O", "C", "O", "C", "C", "C", "H", "H", "H", "H", "H", "H", "O", "C", "O", "C", "C", "C", "H", "H", "H", "H", "H", "H", "C", "N", "O", "O", "H", "H", "H", "C", "N", "O", "O", "H", "H", "H"], "positions_angstrom": [[-0.373436, 0.440446, -0.419233], [-1.255699, 0.379266, 2.284965], [-1.447137, -0.966296, 2.530312], [-2.064949, -1.742261, 1.398576], [-1.385331, -1.537104, 0.227252], [-2.056224, -1.167344, 3.416924], [-0.442384, -1.389923, 2.617981], [-3.160659, -1.389112, 1.331062], [-2.156853, -2.803376, 1.754344], [1.786598, 0.433635, 1.146941], [1.968249, 1.463728, 1.730899], [2.817281, 1.512066, 2.816632], [2.763854, 2.811810, 3.395539], [2.108098, 3.781905, 2.371039], [1.308909, 2.857600, 1.429960], [3.796974, 3.035211, 3.711680], [2.098340, 2.748222, 4.267922], [2.952788, 4.335725, 1.860505], [1.490908, 4.560044, 2.848782], [1.406249, 3.125929, 0.404420], [0.284584, 2.815804, 1.728272], [2.716023, -0.472630, -2.836546], [1.529214, -0.695700, -2.860141], [0.906773, -1.478006, -1.988744], [-0.486788, -1.741079, -2.562329], [-0.834525, -0.580142, -3.472646], [0.578468, -0.148506, -3.874856], [-1.123952, -1.699168, -1.712066], [-0.330242, -2.645220, -3.063486], [-1.314383, 0.309751, -3.148622], [-1.487284, -0.947084, -4.299372], [0.632453, 0.986520, -3.988829], [0.989169, -0.474550, -4.861773], [0.101892, -4.354569, -0.051283], [-0.891810, -5.143317, -0.823845], [-1.835536, -4.502196, -1.340030], [-0.876186, -6.347383, -0.680128], [0.125476, -3.345709, -0.309677], [1.052678, -4.831978, -0.278330], [-0.300897, -4.721816, 0.876027], [-1.686345, 2.880846, -0.162154], [-0.743393, 3.349843, -0.915813], [-0.208211, 4.342915, -0.616429], [-0.359069, 2.718076, -1.922164], [-2.182384, 0.657336, 1.971818], [-2.023014, 3.390702, 0.725019], [-2.388287, 2.187090, -0.658376]], "forces_ev_per_a": [[0.02, -0.17, 0.56], [-2.60, 1.84, -0.97], [0.86, -2.09, 0.42], [-0.82, 0.81, -1.20], [-0.19, -0.10, 0.17], [0.14, 0.17, 0.49], [0.04, 0.01, 0.48], [0.62, -0.27, 0.01], [0.18, 0.17, -0.21], [-0.07, 0.23, -0.14], [-0.41, 0.35, -0.11], [-0.79, 0.27, -1.18], [-0.50, 0.35, 0.55], [1.38, 0.62, -0.34], [2.19, -0.88, 1.85], [-0.57, 0.27, -0.15], [0.36, -0.02, 0.09], [-1.06, -0.63, 0.15], [0.22, -0.47, -0.06], [-0.06, 0.04, -0.77], [-0.78, -0.21, -0.01], [-0.33, -0.23, 0.18], [1.27, 0.92, -0.20], [-1.59, -0.07, -0.43], [0.69, 2.15, 1.59], [1.24, -1.08, -2.19], [0.11, 1.97, -2.23], [-0.60, -1.18, 0.91], [-0.46, -1.39, -0.72], [-0.64, 0.38, 1.39], [0.69, 0.15, 0.34], [0.23, -1.42, 0.63], [-0.62, -0.19, 0.57], [0.44, -2.77, -0.69], [-2.78, 1.73, -0.80], [1.89, -1.48, 0.35], [0.22, -0.14, -0.51], [-0.67, 1.73, 0.11], [0.11, -0.05, 0.34], [0.68, 1.02, 1.20], [-3.35, -2.54, 0.91], [-1.82, -2.87, -0.69], [3.65, 6.27, 1.61], [0.59, -1.88, -2.06], [2.08, 0.02, 0.47], [0.24, 0.39, -0.17], [0.57, 0.25, 0.43]], "spin_multiplicity": 1, "energy_ev": -40667.64281, "homo_lumo_gap_ev": 6.9, "e_lumo_ev": 2.23, "charge": -1, "e_homo_ev": -4.69}



{"formula": "C12H22N2O4", "method": "ωB97M-V with the def2-TZVPD basis set", "species": ["C", "C", "C", "C", "C", "C", "H", "H", "C", "C", "O", "N", "H", "N", "C", "O", "C", "H", "H", "C", "C", "O", "O", "H", "H", "H", "H", "H", "H", "H", "H", "H", "H", "H", "H", "H", "H", "H", "H", "H"], "positions_angstrom": [[-4.006105, -3.079533, -0.890768], [-3.714892, -1.584805, -0.828818], [-3.511011, -1.112229, 0.609241], [-3.337132, 0.401197, 0.737332], [-2.037469, 0.918113, 0.123881], [-1.846151, 2.408360, 0.395734], [-1.800273, 2.577028, 1.472812], [-2.696776, 2.965284, -0.002634], [-0.554731, 2.939794, -0.230289], [0.652035, 2.337650, 0.461451], [0.805306, 2.296585, 1.664370], [1.565693, 1.809402, -0.386808], [1.551858, 1.877182, -1.397368], [2.762608, 1.273342, 0.086726], [3.705434, 0.895197, -0.795331], [3.566676, 1.064614, -1.994409], [4.934574, 0.261651, -0.167900], [5.801788, 0.572518, -0.750439], [5.046830, 0.595163, 0.863201], [4.823719, -1.263725, -0.213800], [3.802260, -1.791328, 0.761697], [3.190141, -1.132642, 1.560440], [3.650793, -3.113203, 0.651329], [2.996800, -3.438854, 1.290412], [5.782014, -1.726111, 0.033411], [4.549715, -1.598885, -1.216300], [2.745788, 1.013385, 1.067272], [-0.530713, 2.727215, -1.299556], [-0.504916, 4.021812, -0.088217], [-2.043409, 0.747477, -0.954709], [-1.195437, 0.367150, 0.548745], [-4.185126, 0.903284, 0.264915], [-3.347272, 0.663856, 1.797741], [-2.636513, -1.611398, 1.033083], [-4.379908, -1.413380, 1.199970], [-2.821795, -1.371716, -1.418482], [-4.547964, -1.035137, -1.273242], [-3.182740, -3.646034, -0.460771], [-4.143595, -3.402048, -1.920364], [-4.910099, -3.316218, -0.333574]], "forces_ev_per_a": [[0.04, 0.22, -0.12], [0.04, -0.19, 0.27], [-0.15, 0.28, -0.23], [0.27, -0.27, 0.00], [-0.32, 0.26, 0.19], [0.20, -0.19, -0.19], [-0.05, 0.06, 0.00], [-0.01, 0.04, 0.03], [-0.16, 0.05, 0.35], [0.10, 0.02, -0.49], [-0.01, -0.02, 0.41], [0.63, -0.33, -0.55], [-0.09, 0.02, 0.20], [-0.63, 0.45, 0.47], [0.09, 0.17, 0.39], [-0.02, -0.04, -0.36], [-0.19, -0.22, -0.09], [-0.09, 0.05, 0.03], [0.07, 0.01, -0.02], [0.00, 0.14, 0.04], [-0.01, 0.09, 0.08], [-0.03, 0.06, 0.20], [0.06, -0.58, -0.20], [0.07, 0.31, -0.01], [-0.04, -0.04, -0.05], [0.06, -0.05, 0.02], [0.05, -0.03, -0.24], [0.01, 0.04, -0.06], [0.10, 0.00, -0.06], [0.08, -0.05, -0.07], [0.08, -0.09, -0.03], [-0.07, 0.06, 0.03], [-0.05, 0.09, 0.02], [0.02, -0.07, 0.08], [0.01, -0.09, 0.05], [-0.01, 0.08, -0.08], [0.02, 0.09, -0.06], [0.06, -0.11, 0.04], [-0.02, -0.12, -0.07], [-0.09, -0.08, 0.06]], "spin_multiplicity": 1, "smiles": "CCCCCCCC(=O)NNC(=O)CCC(=O)O", "energy_ev": -23972.36955, "homo_lumo_gap_ev": 9.4, "e_lumo_ev": 0.49, "e_homo_ev": -8.91}



Question: Number 2 is which compound?
Answer: C12H22N2NaO10